{
  "formula": "C23H19N7O4Pt",
  "method": "ωB97M-V/def2-TZVPD",
  "elements": ["Pt", "O", "C", "O", "C", "C", "N", "N", "C", "C", "O", "O", "H", "H", "H", "N", "C", "C", "N", "C", "C", "N", "C", "C", "N", "H", "H", "H", "H", "H", "H", "N", "C", "C", "C", "C", "C", "C", "C", "C", "C", "C", "C", "C", "H", "H", "H", "H", "H", "H", "H", "H", "H", "H"],
  "positions_angstrom": [[-0.584, -0.010, 0.137], [-4.852, -3.963, 0.121], [-3.757, -4.452, 0.671], [-3.674, -5.551, 1.135], [-2.539, -3.565, 0.731], [-1.359, -3.996, 1.312], [-0.467, -2.997, 1.232], [-1.009, -1.936, 0.625], [-2.263, -2.263, 0.309], [-3.102, -1.186, -0.314], [-4.236, -1.383, -0.656], [-2.490, -0.015, -0.414], [-4.759, -3.037, -0.184], [-1.132, -4.946, 1.770], [0.495, -2.994, 1.533], [0.584, 0.927, 4.205], [-0.715, 1.156, 4.586], [-1.482, 0.915, 3.484], [-0.669, 0.547, 2.443], [0.571, 0.563, 2.909], [1.659, 0.270, 1.995], [1.362, -0.015, 0.734], [2.539, -0.242, 0.057], [3.561, -0.092, 0.939], [2.990, 0.228, 2.152], [1.386, 1.039, 4.806], [-0.973, 1.456, 5.586], [-2.553, 0.967, 3.386], [2.558, -0.485, -0.991], [4.626, -0.183, 0.815], [3.504, 0.408, 3.000], [-0.687, 1.994, -0.205], [0.520, 2.604, -0.728], [1.126, 3.644, -0.053], [2.268, 4.216, -0.600], [2.768, 3.731, -1.798], [2.154, 2.666, -2.443], [1.011, 2.069, -1.915], [0.412, 0.859, -2.543], [0.536, 0.677, -3.926], [0.215, -0.517, -4.544], [-0.222, -1.593, -3.790], [-0.406, -1.440, -2.420], [-0.124, -0.220, -1.828], [-1.018, 2.453, 0.642], [-1.442, 2.072, -0.895], [0.700, 4.031, 0.866], [2.751, 5.042, -0.098], [3.650, 4.178, -2.235], [2.589, 2.281, -3.355], [0.891, 1.504, -4.527], [0.318, -0.609, -5.617], [-0.443, -2.543, -4.258], [-0.786, -2.269, -1.844]],
  "nbo_charge": [1.367, -0.636, 0.777, -0.526, -0.209, 0.071, -0.292, -0.299, 0.067, 0.764, -0.534, -0.672, 0.512, 0.284, 0.439, -0.469, -0.028, -0.066, -0.526, 0.288, 0.326, -0.465, -0.060, -0.032, -0.463, 0.448, 0.265, 0.256, 0.266, 0.268, 0.452, -0.710, 0.077, -0.228, -0.178, -0.180, -0.184, 0.000, -0.087, -0.179, -0.184, -0.179, -0.211, -0.096, 0.430, 0.446, 0.226, 0.244, 0.246, 0.236, 0.235, 0.248, 0.245, 0.214],
  "total_charge": 2,
  "fmax_ev_per_a": 1.08,
  "e_above_lowest_kcal_mol": 0.00,
  "lumo_ha": -0.2372,
  "homo_energy_ev": -14.50,
  "energy_ha": -1690.9884
}


{
  "formula": "C23H19O",
  "method": "ωB97M-V/def2-TZVPD",
  "elements": ["C", "C", "O", "C", "C", "H", "H", "H", "H", "H", "H", "C", "C", "C", "C", "C", "C", "C", "C", "C", "C", "C", "C", "C", "C", "C", "C", "C", "C", "C", "H", "H", "H", "H", "H", "H", "H", "H", "H", "H", "H", "H", "H"],
  "positions_angstrom": [[-2.201, 0.855, 2.757], [-3.417, 1.783, 2.881], [-4.170, 1.680, 1.627], [-3.441, 0.903, 0.786], [-2.252, 0.449, 1.312], [-1.282, 1.376, 3.036], [-2.328, 0.002, 3.438], [-4.085, 1.511, 3.707], [-3.109, 2.830, 3.012], [-3.845, 0.727, -0.212], [-1.544, -0.208, 0.832], [0.398, -0.318, -0.517], [-0.317, -1.010, -1.577], [-1.019, -2.205, -1.296], [-1.552, -2.976, -2.327], [-1.432, -2.557, -3.658], [-0.800, -1.342, -3.951], [-0.249, -0.573, -2.928], [0.889, 1.047, -0.627], [2.003, 1.209, 0.269], [2.776, 2.362, 0.259], [2.414, 3.402, -0.608], [1.282, 3.283, -1.435], [0.519, 2.108, -1.455], [2.220, -0.054, 0.952], [1.245, -1.001, 0.462], [1.357, -2.339, 0.843], [2.355, -2.706, 1.757], [3.310, -1.780, 2.208], [3.254, -0.444, 1.789], [-1.139, -2.520, -0.257], [-2.056, -3.913, -2.088], [-1.837, -3.171, -4.464], [-0.726, -0.995, -4.982], [0.288, 0.344, -3.168], [3.645, 2.423, 0.913], [3.013, 4.313, -0.637], [1.005, 4.115, -2.083], [-0.355, 2.014, -2.098], [0.682, -3.085, 0.431], [2.406, -3.735, 2.113], [4.104, -2.099, 2.885], [3.993, 0.296, 2.095]],
  "nbo_charge": [-0.464, -0.069, -0.483, 0.167, -0.341, 0.214, 0.213, 0.201, 0.189, 0.206, 0.190, 0.320, -0.180, -0.142, -0.199, -0.122, -0.232, -0.072, -0.091, 0.006, -0.186, -0.109, -0.223, -0.121, -0.012, -0.087, -0.122, -0.220, -0.113, -0.182, 0.228, 0.239, 0.240, 0.241, 0.221, 0.233, 0.240, 0.241, 0.235, 0.231, 0.241, 0.240, 0.233],
  "total_charge": 1,
  "fmax_ev_per_a": 2.46,
  "lumo_ha": -0.2239,
  "homo_energy_ev": -10.66,
  "energy_ha": -962.7826
}


{
  "formula": "C23H20BrN4O2SW",
  "method": "ωB97M-V/def2-TZVPD",
  "elements": ["W", "C", "C", "C", "C", "N", "C", "C", "C", "C", "C", "C", "N", "H", "H", "H", "H", "H", "H", "H", "H", "Br", "C", "C", "C", "C", "C", "C", "C", "O", "O", "H", "H", "H", "H", "C", "C", "C", "C", "N", "C", "S", "N", "C", "H", "H", "H", "H", "H", "H", "H", "H"],
  "positions_angstrom": [[0.210, -0.518, 0.271], [-2.434, -3.371, 2.329], [-1.524, -4.293, 2.834], [-0.184, -4.199, 2.476], [0.206, -3.197, 1.615], [-0.669, -2.258, 1.175], [-1.967, -2.356, 1.526], [1.574, -3.036, 1.085], [2.592, -3.943, 1.290], [3.809, -3.762, 0.650], [3.984, -2.656, -0.174], [2.957, -1.749, -0.283], [1.767, -1.923, 0.328], [-3.485, -3.427, 2.575], [-1.855, -5.079, 3.500], [0.531, -4.915, 2.854], [-2.628, -1.588, 1.145], [2.436, -4.805, 1.922], [4.610, -4.477, 0.787], [4.911, -2.488, -0.703], [3.065, -0.850, -0.873], [-6.418, 1.818, -2.913], [-4.654, 1.215, -2.904], [-3.969, 1.134, -1.688], [-2.669, 0.686, -1.662], [-2.042, 0.318, -2.856], [-2.732, 0.407, -4.074], [-4.039, 0.852, -4.097], [-0.691, -0.153, -2.975], [0.080, -0.428, -3.784], [-0.055, -0.351, -1.438], [-4.471, 1.428, -0.776], [-2.159, 0.629, -0.705], [-2.238, 0.120, -4.993], [-4.580, 0.918, -5.030], [1.406, 5.365, 2.292], [1.272, 4.072, 1.585], [1.718, 3.802, 0.316], [1.542, 2.535, -0.248], [0.916, 1.573, 0.464], [0.458, 1.848, 1.691], [-0.356, 0.500, 2.423], [0.640, 3.045, 2.243], [2.007, 2.223, -1.622], [1.968, 6.078, 1.696], [1.913, 5.232, 3.252], [0.419, 5.791, 2.501], [2.220, 4.575, -0.248], [0.287, 3.204, 3.184], [2.847, 2.854, -1.904], [1.198, 2.429, -2.332], [2.273, 1.173, -1.726]],
  "nbo_charge": [1.586, -0.216, -0.058, -0.191, 0.183, -0.528, 0.101, 0.184, -0.188, -0.063, -0.210, 0.100, -0.512, 0.274, 0.270, 0.258, 0.229, 0.258, 0.271, 0.274, 0.220, 0.216, -0.029, -0.227, -0.161, -0.220, -0.096, -0.225, 0.842, -0.378, -0.705, 0.250, 0.183, 0.258, 0.270, -0.688, 0.375, -0.293, 0.398, -0.574, 0.351, -0.012, -0.492, -0.676, 0.279, 0.279, 0.282, 0.282, 0.467, 0.278, 0.279, 0.243],
  "total_charge": 3,
  "fmax_ev_per_a": 0.69,
  "e_above_lowest_kcal_mol": 6.38,
  "lumo_ha": -0.3661,
  "homo_energy_ev": -16.46,
  "energy_ha": -4296.3788
}


{
  "formula": "C23H20F14O19S",
  "method": "ωB97M-V/def2-TZVPD",
  "elements": ["O", "C", "O", "C", "C", "C", "S", "O", "O", "C", "F", "F", "C", "F", "F", "C", "F", "F", "C", "F", "F", "F", "H", "H", "H", "H", "H", "O", "C", "O", "C", "C", "F", "O", "H", "H", "H", "O", "C", "O", "C", "C", "F", "O", "H", "H", "H", "O", "C", "O", "C", "C", "F", "O", "H", "H", "H", "O", "C", "O", "C", "C", "F", "O", "H", "H", "H", "O", "C", "O", "C", "C", "F", "O", "H", "H", "H"],
  "positions_angstrom": [[-4.548, -4.610, -1.350], [-3.887, -5.503, -1.773], [-4.411, -6.620, -2.329], [-3.362, -7.410, -2.938], [-2.240, -6.409, -3.175], [-2.365, -5.656, -1.846], [-1.282, -4.281, -1.539], [-0.057, -4.582, -2.213], [-1.343, -3.925, -0.161], [-2.000, -2.853, -2.489], [-3.045, -2.352, -1.849], [-2.407, -3.339, -3.667], [-1.014, -1.683, -2.812], [-1.791, -0.698, -3.299], [-0.183, -2.075, -3.768], [-0.212, -1.092, -1.623], [0.741, -1.964, -1.260], [-1.057, -0.894, -0.596], [0.476, 0.266, -1.934], [1.307, 0.549, -0.924], [-0.422, 1.250, -2.035], [1.178, 0.196, -3.068], [-3.066, -8.187, -2.231], [-3.757, -7.875, -3.836], [-1.261, -6.837, -3.361], [-2.539, -5.743, -3.983], [-2.095, -6.343, -1.033], [-7.151, 2.481, -1.979], [-6.649, 1.506, -2.430], [-5.957, 0.591, -1.724], [-5.663, -0.522, -2.576], [-5.765, 0.103, -3.954], [-6.268, -0.749, -4.876], [-6.681, 1.161, -3.745], [-6.430, -1.288, -2.452], [-4.685, -0.925, -2.342], [-4.830, 0.517, -4.339], [5.630, 2.871, 2.893], [4.630, 2.265, 2.704], [3.784, 2.468, 1.669], [2.797, 1.435, 1.676], [2.831, 0.977, 3.122], [2.614, -0.352, 3.252], [4.159, 1.273, 3.506], [3.113, 0.624, 1.019], [1.839, 1.831, 1.354], [2.144, 1.506, 3.785], [12.067, 2.713, 3.374], [10.982, 2.366, 3.042], [9.845, 3.058, 3.261], [8.766, 2.404, 2.575], [9.302, 0.994, 2.433], [8.912, 0.405, 1.275], [10.706, 1.203, 2.395], [8.640, 2.855, 1.589], [7.847, 2.482, 3.144], [9.062, 0.326, 3.260], [7.224, 0.437, 4.617], [7.384, 0.647, 5.773], [7.140, 1.824, 6.385], [7.297, 1.649, 7.795], [8.182, 0.418, 7.867], [7.885, -0.374, 8.921], [7.857, -0.261, 6.667], [6.326, 1.435, 8.245], [7.732, 2.541, 8.234], [9.254, 0.624, 7.876], [-11.321, 7.452, -2.101], [-10.797, 6.504, -2.575], [-10.084, 5.581, -1.893], [-9.760, 4.502, -2.774], [-9.871, 5.164, -4.133], [-10.346, 4.327, -5.087], [-10.814, 6.191, -3.903], [-10.514, 3.718, -2.680], [-8.777, 4.100, -2.554], [-8.944, 5.611, -4.499]],
  "mulliken_charge": [-0.508, 0.543, -0.357, -0.514, -0.513, -0.275, 1.392, -0.674, -0.624, 0.457, -0.255, -0.281, 0.485, -0.268, -0.271, 0.683, -0.270, -0.274, 0.484, -0.183, -0.242, -0.246, 0.277, 0.377, 0.396, 0.287, 0.341, -0.512, 0.666, -0.337, 0.108, 0.351, -0.279, -0.335, 0.272, -0.236, 0.302, -0.504, 0.588, -0.348, -0.231, 0.312, -0.282, -0.228, 0.214, 0.175, 0.287, -0.522, 0.619, -0.345, -0.075, 0.527, -0.317, -0.357, 0.289, 0.026, 0.203, -0.498, 0.674, -0.285, -0.402, 0.273, -0.287, -0.334, 0.293, 0.264, 0.283, -0.497, 0.655, -0.321, -0.186, 0.309, -0.280, -0.321, 0.242, 0.133, 0.288],
  "total_charge": 0,
  "smiles": "O=C1OCC[C@H]1S(=O)(=O)C(F)(F)C(F)(F)C(F)(F)C(F)(F)F.O=C1OC[C@@H](F)O1.O=C1OC[C@@H](F)O1.O=C1OC[C@@H](F)O1.O=C1OC[C@@H](F)O1.O=C1OC[C@@H](F)O1",
  "fmax_ev_per_a": 0.61,
  "lumo_ha": -0.0003,
  "homo_energy_ev": -10.95,
  "energy_ha": -4114.3712
}


{
  "formula": "C23H20FN3O3S",
  "method": "ωB97M-V/def2-TZVPD",
  "elements": ["N", "C", "C", "C", "N", "C", "O", "C", "H", "C", "C", "C", "C", "C", "C", "C", "H", "H", "F", "H", "H", "H", "H", "S", "O", "C", "N", "C", "C", "H", "O", "C", "C", "H", "H", "H", "H", "H", "H", "H", "C", "C", "C", "C", "C", "C", "H", "H", "H", "H", "H"],
  "positions_angstrom": [[0.673, 1.779, 1.988], [0.912, 0.833, 1.375], [1.190, -0.267, 0.557], [0.194, -1.154, 0.203], [-1.045, -1.231, 0.769], [-1.925, -2.158, 0.247], [-3.018, -2.370, 0.704], [-1.331, -2.817, -0.969], [-1.396, -3.903, -0.888], [-2.087, -2.339, -2.225], [-2.161, -0.837, -2.243], [-1.095, -0.080, -2.720], [-1.122, 1.301, -2.654], [-2.235, 1.920, -2.117], [-3.319, 1.195, -1.654], [-3.270, -0.186, -1.716], [-4.103, -0.766, -1.344], [-4.178, 1.710, -1.254], [-2.273, 3.266, -2.052], [-0.296, 1.896, -3.012], [-0.234, -0.573, -3.145], [-3.092, -2.763, -2.202], [-1.563, -2.711, -3.107], [0.438, -2.313, -1.048], [2.486, -1.376, -1.007], [2.456, -0.483, -0.145], [3.580, 0.203, 0.138], [3.776, 1.243, 1.117], [3.740, 2.606, 0.399], [4.410, 3.315, 0.908], [4.113, 2.466, -0.956], [5.165, 1.548, -1.124], [4.696, 0.114, -0.787], [5.511, -0.463, -0.336], [4.344, -0.409, -1.677], [5.462, 1.616, -2.171], [6.021, 1.834, -0.496], [2.727, 3.014, 0.391], [3.032, 1.198, 1.906], [4.762, 1.076, 1.566], [-1.406, -0.515, 1.951], [-0.800, -0.837, 3.156], [-1.169, -0.158, 4.302], [-2.142, 0.824, 4.244], [-2.755, 1.126, 3.040], [-2.393, 0.455, 1.886], [-2.857, 0.682, 0.939], [-3.516, 1.890, 2.995], [-2.424, 1.355, 5.140], [-0.695, -0.399, 5.241], [-0.043, -1.608, 3.189]],
  "nbo_charge": [-0.344, 0.286, -0.435, 0.197, -0.499, 0.713, -0.555, -0.479, 0.254, -0.412, -0.057, -0.184, -0.280, 0.395, -0.281, -0.202, 0.229, 0.231, -0.322, 0.235, 0.228, 0.231, 0.225, 0.473, -0.658, 0.693, -0.407, -0.259, -0.077, 0.168, -0.517, -0.083, -0.245, 0.194, 0.242, 0.204, 0.158, 0.207, 0.246, 0.197, 0.208, -0.235, -0.187, -0.194, -0.195, -0.204, 0.227, 0.218, 0.216, 0.216, 0.222],
  "total_charge": 0,
  "fmax_ev_per_a": 1.26,
  "lumo_ha": 0.0071,
  "homo_energy_ev": -8.69,
  "energy_ha": -1776.5026
}


{
  "formula": "C23H20N4O",
  "method": "ωB97M-V/def2-TZVPD",
  "elements": ["C", "C", "N", "C", "C", "C", "C", "C", "N", "C", "C", "H", "H", "H", "H", "H", "C", "N", "C", "C", "N", "C", "C", "C", "C", "C", "C", "C", "C", "C", "C", "C", "O", "H", "H", "H", "H", "H", "H", "H", "H", "H", "H", "H", "H", "H", "H", "H"],
  "positions_angstrom": [[1.746, -1.523, 2.101], [2.473, -2.250, 1.261], [3.111, -2.917, 0.515], [0.552, -1.972, 2.704], [-0.164, -1.131, 3.573], [-1.330, -1.548, 4.152], [-1.841, -2.821, 3.897], [-3.038, -3.225, 4.485], [-4.040, -3.555, 4.979], [-1.133, -3.669, 3.042], [0.035, -3.258, 2.459], [2.085, -0.527, 2.331], [0.214, -0.144, 3.771], [-1.874, -0.892, 4.811], [-1.525, -4.652, 2.848], [0.571, -3.919, 1.801], [-0.604, 1.592, -3.417], [-1.834, 1.112, -2.792], [-3.074, 1.319, -3.375], [-4.019, 0.825, -2.538], [-3.376, 0.311, -1.425], [-4.060, -0.312, -0.303], [-2.019, 0.492, -1.567], [-1.021, 0.186, -0.547], [0.407, 0.335, -0.867], [1.173, 1.338, -0.351], [2.515, 1.648, -0.739], [3.130, 2.799, -0.215], [4.403, 3.154, -0.592], [5.104, 2.380, -1.500], [4.515, 1.248, -2.038], [3.242, 0.883, -1.669], [-1.382, -0.131, 0.601], [0.268, 1.292, -2.849], [-0.521, 1.184, -4.422], [-0.622, 2.678, -3.473], [-3.236, 1.805, -4.324], [-5.086, 0.834, -2.690], [-3.331, -0.655, 0.427], [-4.723, 0.408, 0.169], [-4.639, -1.162, -0.655], [0.851, -0.341, -1.579], [0.694, 2.018, 0.331], [2.584, 3.412, 0.483], [4.859, 4.038, -0.176], [6.102, 2.660, -1.793], [5.060, 0.649, -2.748], [2.802, 0.001, -2.100]],
  "nbo_charge": [-0.585, 0.276, -0.509, 0.032, -0.208, -0.159, -0.320, 0.306, -0.403, -0.124, -0.284, 0.209, 0.190, 0.206, 0.208, 0.221, -0.424, -0.273, -0.032, -0.035, -0.251, -0.435, 0.329, 0.459, -0.321, -0.109, -0.031, -0.184, -0.216, -0.181, -0.205, -0.185, -0.449, 0.262, 0.228, 0.227, 0.249, 0.253, 0.293, 0.227, 0.226, 0.232, 0.211, 0.209, 0.219, 0.218, 0.222, 0.211],
  "total_charge": 0,
  "fmax_ev_per_a": 5.51,
  "e_above_lowest_kcal_mol": 130.20,
  "lumo_ha": -0.0811,
  "homo_energy_ev": -5.07,
  "energy_ha": -1182.5609
}


Q: Which formula does entry 5 have?
A: C23H20FN3O3S